Formula: C11H18O
Source: OMol25
Level of theory: wB97M-V/def2-TZVPD

XYZ file:
```
30
Properties=species:S:1:pos:R:3:mulliken_charge:R:1
C -1.612 -3.782 -2.464 -0.17
C -2.197 -2.851 -3.519 -1.16
C -2.003 -3.318 -1.018 -1.26
H -0.530 -3.969 -2.453 0.26
H -2.020 -4.799 -2.552 0.31
H -1.910 -2.879 -4.576 0.34
H -3.233 -3.138 -3.517 0.31
H -2.153 -4.204 -0.413 0.34
H -2.954 -2.805 -1.003 0.33
H -2.100 -1.814 -3.226 0.29
H -1.391 -2.555 -0.559 0.19
C 0.887 -0.604 -0.551 0.98
C 2.068 -1.609 -0.460 -1.12
C 0.842 0.584 0.334 0.22
C 0.757 1.844 -0.256 -0.80
C 0.693 0.492 1.715 -0.28
C 0.480 2.996 0.536 -0.77
C 0.495 1.640 2.543 -0.80
C 0.352 2.862 1.923 0.94
O 0.150 3.963 2.750 -0.56
H 0.747 -0.279 -1.605 0.31
H 0.066 -1.312 -0.378 -1.09
H 1.768 -2.499 -1.063 0.23
H 0.931 2.088 -1.297 0.24
H 0.678 -0.486 2.188 0.28
H 0.306 3.975 0.086 0.18
H 0.596 1.525 3.619 0.33
H 0.103 4.727 2.160 0.26
H 2.206 -1.908 0.583 0.25
H 3.032 -1.205 -0.741 0.41
```

Output
- HOMO level (spin up / spin down): 0.87 / -3.47 eV
- M: 166.26 g mol⁻¹
- Spin multiplicity: 2
- Relative energy (zero: lowest compared OMol25 entry of this formula, charge and spin): 0.583 eV
- LUMO energy (spin up / spin down): 3.2 / 3.2 eV
- Charge: -1